[1]
{
  "formula": "C23H48Cl30FN5O3P",
  "method": "the ωB97M-V functional and the def2-TZVPD basis",
  "symbols": ["C", "C", "H", "Cl", "H", "C", "H", "Cl", "H", "H", "N", "H", "H", "P", "C", "C", "H", "Cl", "H", "H", "H", "C", "H", "H", "N", "C", "H", "H", "H", "H", "C", "Cl", "H", "C", "Cl", "H", "Cl", "H", "H", "C", "H", "H", "Cl", "Cl", "H", "H", "Cl", "H", "Cl", "Cl", "H", "C", "O", "N", "Cl", "Cl", "Cl", "C", "H", "Cl", "H", "Cl", "H", "H", "H", "C", "H", "Cl", "H", "Cl", "Cl", "C", "C", "H", "H", "C", "Cl", "Cl", "C", "H", "N", "Cl", "H", "F", "C", "O", "Cl", "Cl", "Cl", "N", "C", "H", "Cl", "C", "H", "Cl", "H", "H", "H", "Cl", "O", "C", "C", "H", "H", "Cl", "H", "H", "C", "Cl", "H"],
  "positions_angstrom": [[5.6778, -0.3758, 2.4038], [2.2855, 7.8875, 9.0185], [8.2823, 0.6597, 0.0085], [0.2459, -8.7201, -2.5514], [-2.2097, -0.5528, -0.3903], [-4.5351, -3.7426, -0.2097], [4.2396, 8.8429, 1.8009], [2.2774, 3.8776, 1.9574], [1.5861, -6.3886, 0.2875], [-2.7226, -5.8118, -0.5107], [1.8423, -5.4255, 0.1043], [2.8195, 1.7753, 1.0524], [-0.4319, -2.5131, -1.7127], [-5.3297, -4.9944, -1.3541], [-1.1931, -4.4204, -1.2105], [-6.8311, -0.6722, -2.1299], [9.1502, -0.1609, -1.3090], [3.3706, 8.9064, -1.4382], [-2.7635, 1.4608, -5.6914], [-3.2158, 1.1431, 3.5311], [-7.8372, -0.9584, -1.8441], [2.5826, 10.3881, -0.8764], [5.0955, 8.0655, 0.4550], [0.7287, -2.1437, -5.4348], [1.7374, -3.6711, -1.5120], [-3.6598, 0.1996, 3.2340], [1.3026, -3.3643, -2.3777], [-2.1926, -1.4061, -3.1167], [-3.7000, -0.5149, -2.9868], [1.4462, -4.8024, 0.8034], [-2.8252, -1.1602, -1.0550], [3.2406, 9.2297, 9.6520], [2.5520, 11.0988, -1.6944], [-5.8316, -7.5003, -4.2309], [3.2405, 1.3318, -1.7912], [-7.1601, -5.2101, -2.3340], [4.3531, 6.5049, 2.0557], [-6.1824, -8.0180, -3.3436], [-4.0285, -4.1759, -2.8954], [-0.1202, -5.4607, -1.4960], [-6.8595, -0.0373, -3.0091], [0.9980, 1.7964, -2.3055], [3.4570, 11.1135, 0.4762], [4.0918, -0.6540, 3.1431], [-0.1115, 12.8717, 11.2157], [0.1732, 6.5899, 3.5844], [0.1058, -9.6412, 0.2168], [-2.9754, 0.8272, -7.3402], [8.2894, -1.6785, 0.2689], [-4.6556, -8.5274, -5.0547], [3.4301, 1.9694, 2.7078], [-3.1763, 0.6554, -6.2888], [-4.6914, -4.8825, -2.8567], [-3.1338, -3.6253, -0.6534], [1.6261, 7.2663, 5.3059], [0.8438, 7.5881, 10.0034], [1.0233, -0.5384, -1.9900], [1.6936, 1.0039, -2.5588], [-5.0930, -2.8102, -0.2100], [6.5092, 8.4646, 2.2930], [6.1522, -1.3342, 2.2277], [10.5165, 0.1916, 0.5722], [2.0151, -9.0859, -1.0411], [1.8299, 0.9552, -3.6332], [1.6622, -6.6579, -2.5082], [1.0801, -9.5932, -1.2558], [6.2827, 0.2209, 3.0775], [-4.9243, 0.5991, -6.0401], [-5.3567, -6.5692, -3.9413], [-5.9204, -2.1478, -2.5372], [-0.8416, -3.7199, -4.6524], [0.8058, 12.4607, 10.8093], [-2.7199, -0.6481, -2.5247], [-4.1118, -0.2856, 4.0916], [1.5756, 10.1467, -0.5543], [4.9622, 8.0830, 1.5299], [5.5354, 0.4811, 0.8625], [1.1907, 1.2533, 2.6674], [2.5902, 2.1392, 2.0468], [-4.5754, -4.2007, 0.7819], [2.2135, -5.8706, -2.1637], [-6.1149, 0.2208, -0.7831], [1.9733, 8.1257, 8.0074], [-1.9585, 0.4997, -2.5691], [1.1532, 7.0530, 3.6176], [-5.1591, -6.3425, -0.8281], [-2.3836, -0.8548, 2.6048], [-4.9263, 0.5180, 2.0344], [0.5582, 10.7470, 10.4583], [-1.2073, -3.0575, -1.3633], [1.3901, -5.0540, -1.2280], [1.6088, 12.5557, 11.5319], [1.0813, 8.5986, 2.7632], [8.9819, -0.1311, -0.2383], [0.3590, -3.3822, -6.6569], [1.2401, 13.3691, 9.3549], [-0.2983, -5.8462, -2.5046], [-3.8635, -1.1044, -0.7440], [2.8988, 6.9935, 9.0174], [-7.2223, -7.1349, -5.2632], [-6.9139, -4.7524, -1.5095], [0.5632, -3.2017, -5.6074], [-2.4076, -2.5917, -1.0122], [1.2723, -10.6074, -1.5866], [-0.3403, -6.2904, -0.8161], [-2.4085, -0.8645, -5.8017], [2.3420, -5.2989, -2.9971], [1.4769, -3.0580, -0.7452], [-2.3861, -4.8151, -0.7517], [2.0140, -4.0913, -5.1430], [1.8839, 6.4212, 3.1294]],
  "forces_ev_per_a": [[0.0953, -0.1460, 0.1453], [0.0583, 0.0094, -0.0731], [0.0050, -0.0597, 0.0848], [-0.0465, -0.1785, -0.1411], [0.0046, -0.0272, -0.0433], [-0.4708, -0.0298, -0.7115], [0.0001, -0.0759, 0.0982], [-0.0149, -0.0716, -0.0837], [0.0584, 0.1183, 0.2048], [-0.3708, 0.2425, 0.0551], [-0.3976, 0.9609, -0.2126], [-0.0757, 0.0215, -0.0001], [-0.1765, 0.1189, 0.0210], [-1.0482, -1.5391, -0.0095], [1.4299, -1.9631, 0.0169], [-0.2640, 0.2281, -0.0206], [0.0540, -0.1006, 0.0398], [-0.1313, -0.0149, -0.1620], [-0.0325, -0.0767, 0.0745], [0.0438, -0.0190, -0.1294], [0.0750, -0.1460, 0.0057], [-0.0950, 0.0808, 0.0074], [0.0660, -0.0944, 0.1045], [-0.0420, -0.0369, 0.1029], [-0.5090, -0.1693, 0.5166], [-0.1057, 0.1424, 0.1600], [0.2462, 0.0103, 0.0206], [-0.0675, 0.2361, -0.0599], [0.1331, 0.4009, 0.1580], [-0.0563, -0.3408, 0.1555], [-0.2703, -0.2005, -0.8928], [0.4024, -0.2371, -0.1670], [0.1210, -0.0275, 0.0091], [0.0068, -0.0648, 0.2116], [-0.0193, 0.0313, -0.0553], [-0.4358, 0.1641, 0.2118], [0.0088, -0.0269, -0.0834], [-0.0258, -0.0938, -0.0935], [-0.0607, -0.1378, -0.4031], [0.0397, 1.0516, 0.4679], [0.1483, -0.0277, 0.0187], [-0.0412, -0.1013, 0.0975], [-0.0750, 0.1090, -0.0222], [0.1455, -0.0652, 0.0150], [-0.0146, -0.0118, -0.0957], [-0.0232, 0.1119, 0.0687], [0.0458, 0.0384, 0.0156], [-0.0629, -0.1121, 0.0001], [-0.0117, -0.0566, -0.0517], [0.0492, 0.0677, 0.0542], [-0.0805, 0.0513, 0.0802], [-0.0013, 0.1828, -0.0279], [-0.1240, 1.0535, 1.2732], [-1.4381, -1.7325, 0.9010], [0.0141, -0.0820, -0.0020], [0.0004, -0.2154, -0.0892], [-0.0364, -0.1239, -0.0051], [0.0572, 0.3870, -0.0734], [0.3846, 0.0976, 0.0623], [-0.0163, 0.0429, -0.0250], [-0.0660, 0.0193, -0.1084], [-0.0171, 0.0469, -0.0268], [-0.0597, 0.0649, -0.0190], [0.0352, -0.1562, 0.0403], [0.2118, 0.0456, 0.2414], [0.1695, -0.0461, 0.0987], [-0.0984, 0.0621, -0.0128], [0.0148, 0.0311, 0.0177], [0.0173, -0.2143, -0.2944], [-0.2242, 0.6855, -0.5097], [-0.0728, 0.0248, 0.0314], [-0.0519, 0.0004, 0.0758], [0.5016, -0.8265, 0.4296], [-0.0200, -0.0670, -0.0856], [0.0706, -0.0778, 0.0707], [0.0876, 0.1158, 0.0234], [0.0070, 0.0527, -0.0107], [-0.0963, -0.0523, -0.0203], [0.0499, 0.0557, -0.0363], [0.1081, 0.0374, -0.1589], [-0.6290, 0.2580, -0.2905], [-0.0854, -0.1228, -0.3597], [-0.0657, 0.1057, 0.0957], [-0.3330, 0.2617, -0.0928], [-0.1008, -0.1189, -0.0333], [0.9265, -0.4077, 0.3541], [0.0110, -0.0251, -0.0357], [0.2284, -0.0733, 0.3043], [-0.3604, 0.3256, 0.2022], [0.0208, -0.3551, 0.0078], [0.6601, -1.4030, -1.1567], [0.0478, -0.0400, -0.0898], [0.0338, 0.0080, -0.0934], [0.0254, 0.1174, -0.0577], [-0.0730, -0.1171, 0.0626], [0.0091, 0.0596, 0.0302], [0.3044, 0.3029, -0.0008], [0.0714, 0.1613, 0.3119], [-0.0275, 0.0142, 0.1119], [-0.0501, 0.1102, 0.0791], [1.0397, 0.6808, -0.4668], [0.1976, 0.0970, -0.1436], [0.0698, 1.2434, 0.1153], [-0.1258, 0.0142, -0.0206], [-0.0684, 0.0563, -0.2266], [0.0975, -0.0262, -0.1577], [0.2872, -0.1461, 0.2688], [0.2301, 0.0568, -0.0944], [-0.0302, 1.3413, 0.0584], [-0.0203, 0.1552, -0.1985], [0.0890, 0.1109, 0.0456]],
  "homo_lumo_gap_ev": 8.8,
  "total_charge": 1,
  "e_lumo_ha": -0.0878,
  "e_homo_ev": -11.20
}


[2]
{
  "formula": "C24H27MgNOSi",
  "method": "the ωB97M-V functional and the def2-TZVPD basis",
  "symbols": ["H", "C", "C", "C", "H", "C", "C", "H", "C", "C", "H", "C", "C", "O", "C", "H", "H", "N", "H", "H", "C", "H", "H", "H", "C", "H", "H", "H", "H", "H", "H", "C", "Si", "Mg", "H", "C", "C", "C", "H", "H", "H", "H", "H", "C", "C", "C", "H", "H", "C", "C", "H", "H", "C", "C", "C"],
  "positions_angstrom": [[-5.3264, -2.0251, 3.9457], [-0.7073, 3.7532, -3.8092], [0.5348, -2.8072, -3.2283], [3.6116, 2.6768, -0.0681], [2.4693, -1.3247, 0.4274], [1.7980, 1.3380, -0.9841], [4.4175, 2.3641, -1.1559], [-2.1896, -2.8569, 1.1225], [-3.8496, -2.5819, 2.4742], [-0.0858, -0.6901, -2.2028], [-4.3460, -3.5027, 2.1994], [-2.5514, -0.2364, 3.1687], [2.6257, 1.0404, -2.0694], [-0.7632, 1.2411, 2.5841], [1.9754, -0.2056, 2.2748], [-2.5612, 1.8711, 3.3923], [0.9751, 0.0749, 4.2430], [-2.0263, -1.0625, 2.2375], [1.7212, 2.4085, 0.8788], [0.3365, 3.8235, -4.1015], [1.1115, -2.2922, 1.9078], [3.9880, 3.3219, 0.7167], [-1.5765, 0.4124, -3.2836], [-1.3196, 4.3046, -4.5171], [-3.7485, -0.5693, 3.8100], [1.3584, -2.0622, -1.4041], [-0.8706, 1.6473, -1.2079], [2.2517, 0.4126, -2.8686], [-1.8418, -1.2578, -5.0675], [0.8816, -3.2402, 1.4502], [-1.4604, 1.0161, 4.5236], [1.9453, -1.2885, 1.3665], [0.0787, 0.5493, -0.7705], [-0.1628, -0.4394, 1.5305], [-0.0339, -2.3698, 3.8185], [3.9192, 1.5408, -2.1547], [0.6248, -1.8319, 3.1570], [1.1605, -0.5441, 3.3807], [-0.4882, -3.3294, -5.0442], [-0.8342, 4.1742, -2.8158], [-1.0845, 1.8620, 1.8790], [2.5075, 0.7180, 2.1251], [1.1350, -3.7088, -3.2138], [-0.3749, -2.5958, -4.2561], [-1.8338, 1.0291, 3.4783], [-2.6441, -2.2155, 1.8655], [4.5361, 1.2933, -3.0099], [-4.1734, 0.0831, 4.5639], [-1.1344, -1.4340, -4.2664], [-4.3985, -1.7534, 3.4585], [5.4245, 2.7565, -1.2210], [-1.0119, 2.7105, -3.8022], [0.6669, -1.8684, -2.2150], [2.3262, 2.1640, 0.0138], [-0.9827, -0.4936, -3.2559]],
  "forces_ev_per_a": [[0.0290, 0.0008, -0.0290], [-0.0260, 0.0207, -0.0309], [-0.0185, -0.0139, 0.0015], [0.0257, 0.1004, -0.0391], [0.0389, 0.0068, -0.1044], [0.1219, -0.1317, 0.0621], [-0.0493, -0.0425, 0.0325], [0.2558, 0.2658, -0.0622], [0.4235, 0.2952, -0.0189], [-0.0683, 0.0662, -0.0135], [0.0403, 0.0265, -0.0573], [-0.9418, -1.8787, -0.5666], [-0.0128, 0.0795, 0.0371], [-0.7027, 1.5712, -0.8777], [0.3233, -0.4653, 0.1570], [0.4797, -0.5311, 0.2422], [0.0208, 0.0501, 0.0788], [-0.8595, -0.1535, -0.2034], [-0.0570, 0.0407, 0.0642], [0.0645, -0.0161, 0.0022], [0.1064, -0.1132, 0.0514], [0.0116, -0.0056, 0.0124], [-0.0128, 0.0123, 0.0056], [-0.0421, 0.0521, -0.0651], [0.0271, -0.4022, -0.2778], [0.0862, -0.0279, 0.0051], [0.0685, -0.0280, -0.0711], [0.0059, -0.0553, -0.0088], [-0.0081, 0.0049, -0.0094], [0.0245, -0.1238, -0.0360], [-0.0490, -0.0087, -0.6076], [0.4486, -0.0567, 0.5344], [-0.4571, 0.5215, -0.6881], [-0.0830, 0.1189, -0.4563], [-0.0453, -0.0531, 0.0607], [0.0063, 0.0644, -0.0255], [0.5638, -0.0477, 0.2188], [0.4664, -0.5067, 0.2123], [0.0054, -0.0013, -0.0091], [0.0070, -0.0151, 0.0615], [0.5693, -0.7083, 0.6485], [0.0459, -0.0222, 0.0743], [0.0064, -0.0056, 0.0067], [0.0043, 0.0474, -0.0053], [-0.5045, 0.9214, 0.6112], [-0.9074, 1.0307, 1.5351], [0.0104, -0.0076, -0.0042], [0.0544, 0.0098, -0.0370], [0.0246, -0.0586, -0.0237], [0.5581, 0.2683, -0.2097], [0.0032, -0.0022, 0.0059], [0.0213, -0.0429, 0.0349], [-0.1069, -0.0483, -0.0020], [-0.0022, 0.0246, -0.2390], [0.0051, -0.0264, 0.0221]],
  "homo_lumo_gap_ev": 6.7,
  "relative_energy_kj_mol": 0.0,
  "e_lumo_ha": -0.0079,
  "e_homo_ev": -6.87
}


[3]
{
  "formula": "CH4NOP",
  "method": "the ωB97M-V functional and the def2-TZVPD basis",
  "symbols": ["H", "C", "O", "P", "H", "H", "H", "N"],
  "positions_angstrom": [[1.6446, 1.3442, -0.1721], [0.9357, 0.6447, 0.2175], [0.9844, 0.2063, 1.3086], [-1.2468, -0.9742, -0.2465], [-0.2722, -1.6281, 0.6177], [-2.1813, -0.3921, 0.6628], [0.1521, 0.5596, -1.7542], [-0.0164, 0.2396, -0.6338]],
  "forces_ev_per_a": [[0.7161, 0.7570, -0.5358], [-0.2588, -0.0485, -1.2023], [0.6235, -0.5676, 3.3732], [1.4693, -0.5220, -0.7175], [-1.3028, 0.2429, -0.0531], [0.8341, 0.2433, 0.2692], [-0.9341, -1.2312, 4.3536], [-1.1473, 1.1261, -5.4873]],
  "homo_lumo_gap_ev": 10.4,
  "relative_energy_kj_mol": 131.2,
  "e_lumo_ha": 0.0287,
  "smiles": "O=CNP",
  "e_homo_ev": -9.66
}


[4]
{
  "formula": "C2H4N4",
  "method": "the ωB97M-V functional and the def2-TZVPD basis",
  "symbols": ["H", "N", "H", "N", "H", "H", "N", "C", "C", "N"],
  "positions_angstrom": [[1.7892, -1.1160, -0.0706], [-2.9208, 0.7474, 0.2835], [1.9536, 0.6274, 0.5846], [-2.6298, 0.3512, -0.8146], [-0.2886, -0.3819, 1.4009], [2.5325, 0.1914, -1.1211], [0.3455, 0.1756, -0.6677], [1.6930, 0.0090, -0.2213], [-0.5653, -0.2500, 0.4024], [-1.9091, -0.3542, 0.2238]],
  "forces_ev_per_a": [[0.5347, 1.4591, 0.4925], [0.5980, 0.2260, -0.5343], [0.5066, 0.5792, 1.3483], [0.0278, 0.5620, 0.1323], [0.8277, -0.6176, 1.4101], [-2.4593, -0.1084, 2.2000], [-5.6411, -2.0728, 5.2329], [2.4826, -2.4738, -3.6171], [4.3448, 4.3429, -6.9102], [-1.2218, -1.8966, 0.2456]],
  "homo_lumo_gap_ev": [9.2, 9.2],
  "relative_energy_kj_mol": 610.9,
  "e_lumo_ha": [-0.0081, -0.0081],
  "smiles": "C/N=C/N1N=N1",
  "e_homo_ev": [-9.38, -9.38]
}


Short version: calculated total energy = -425898.2911; -42186.2334; -13927.1730; -8092.9831 eV, in the order given.